(1)
Here is a single C3H3N5 molecule at a distorted geometry from the OMol25 dataset. Energies are from ωB97M-V with the def2-TZVPD basis set.

Cartesian coordinates (Å):
C (-1.0766, -0.0344, -0.1275)
C (-0.1731, 1.1404, -0.6441)
C (1.4328, -0.8880, 0.3952)
H (-2.1289, 0.7745, 1.1639)
H (-0.6583, 1.7725, -1.3203)
H (1.7748, -1.5252, 1.2088)
N (-1.9670, -0.1314, 0.7007)
N (1.0563, 1.2230, -0.4024)
N (1.7025, 0.3686, 0.4720)
N (0.5933, -1.5290, -0.5819)
N (-0.5558, -1.1711, -0.8644)

* structure (SMILES): [H]/N=c1\cnncnn1
* relative energy (zero: lowest compared OMol25 entry of this formula, charge and spin): 3.2386 eV
* LUMO energy: -0.52 eV

***

(2)
Here is a single C3H3N5 molecule at a distorted geometry from the OMol25 dataset. Energies are from ωB97M-V with the def2-TZVPD basis set.

Cartesian coordinates (Å):
C (1.7061, -0.1470, 0.0705)
C (1.1348, 1.0580, -0.0904)
C (-0.3130, -0.6736, -0.1541)
H (2.8833, -0.3176, 0.1307)
H (1.5119, 1.9804, 0.3261)
H (-2.2347, -1.7645, 0.3829)
N (-0.2154, 0.6999, -0.2667)
N (-1.4488, 1.2085, -0.1493)
N (-2.2512, 0.1666, 0.0633)
N (-1.5959, -0.9203, -0.1074)
N (0.8229, -1.2904, -0.2054)

* structure (SMILES): c1cn2nn[nH]c2n1
* relative energy (zero: lowest compared OMol25 entry of this formula, charge and spin): 2.6001 eV
* LUMO energy: 0.61 eV

***

(3)
Here is a single C3H3N5 molecule at a distorted geometry from the OMol25 dataset. Energies are from ωB97M-V with the def2-TZVPD basis set.

Cartesian coordinates (Å):
C (-1.1669, 1.2086, 0.0221)
C (0.0751, -0.7093, 0.0292)
C (0.1564, 0.7812, 0.0616)
H (-1.7130, 2.1356, 0.0698)
H (-2.9042, 0.1441, -0.3875)
H (-1.6567, -1.8554, 0.5356)
N (-1.9561, 0.0965, 0.0237)
N (-1.2624, -1.1187, -0.1207)
N (1.2707, -1.1807, 0.0529)
N (2.1126, -0.0550, -0.0862)
N (1.5332, 1.0997, 0.0025)

* structure (SMILES): c1[nH][nH]c2nnnc1-2
* relative energy (zero: lowest compared OMol25 entry of this formula, charge and spin): 2.4130 eV
* LUMO energy: -0.13 eV

***

(4)
Here is 2 unconnected molecules or ions with the total composition C3H3N5O4 at a distorted geometry from the OMol25 dataset. Energies are from ωB97M-V with the def2-TZVPD basis set.

Cartesian coordinates (Å):
C (0.7570, -0.7259, 0.1741)
C (3.4359, -1.9489, 2.1120)
C (2.5709, -0.7066, -1.0768)
N (1.0695, -1.9560, -0.2585)
N (2.1447, -1.8905, -0.9935)
N (1.6432, 0.2255, -0.1407)
N (-0.3063, -0.5760, 0.9688)
N (3.6598, 0.0507, -1.5856)
O (3.6428, -3.0528, 2.3392)
O (3.2818, -0.8493, 1.8945)
O (4.4961, -0.5133, -2.2793)
O (3.6232, 1.2419, -1.4058)
H (1.7714, 1.2640, 0.2067)
H (-0.9743, -1.4417, 0.9902)
H (-1.0232, 0.1217, 0.8311)

* structure (SMILES): Nc1nnc([N+](=O)[O-])[nH]1.O=C=O
* relative energy (zero: lowest compared OMol25 entry of this formula, charge and spin): 0.0000 eV
* LUMO energy: -0.79 eV

***

(5)
Here is a molecular structure, C3H3NO at a distorted geometry from the OMol25 dataset. Energies are from ωB97M-V with the def2-TZVPD basis set.

Cartesian coordinates (Å):
C (0.0649, -1.0834, 0.2021)
C (0.1366, 1.0613, 0.4818)
C (-0.1021, 0.0259, -0.8187)
N (-0.9286, -0.0376, 0.8232)
O (-1.4769, 0.0385, -0.5401)
H (1.0984, -1.2683, 0.6382)
H (1.0873, 1.2345, 1.1650)
H (0.1204, 0.0291, -1.9515)

* relative energy (zero: lowest compared OMol25 entry of this formula, charge and spin): 8.4984 eV
* LUMO energy (alpha / beta): -0.90 / -0.86 eV

***

(6)
Here is a single C3H3NO molecule at a distorted geometry from the OMol25 dataset. Energies are from ωB97M-V with the def2-TZVPD basis set.

Cartesian coordinates (Å):
C (-0.3366, -0.0731, 0.0923)
C (-1.2922, -0.7322, -0.6896)
C (0.9725, 0.4832, 0.2740)
N (-1.3026, -0.8060, 0.7205)
O (-1.7582, -0.9988, -1.7342)
H (1.5514, -0.0368, 0.9575)
H (0.7597, 1.3020, 1.0363)
H (1.4061, 0.8617, -0.6566)

* structure (SMILES): Cc1nc1=O
* relative energy (zero: lowest compared OMol25 entry of this formula, charge and spin): 1.9564 eV
* LUMO energy: 0.25 eV

***

(7)
Here is a single C3H3NO molecule at a distorted geometry from the OMol25 dataset. Energies are from ωB97M-V with the def2-TZVPD basis set.

Cartesian coordinates (Å):
C (-0.1480, 1.0379, 0.4233)
C (1.6458, -0.1345, -0.0484)
C (-1.0240, -0.0715, 0.0165)
N (1.0827, 0.9329, 0.0060)
O (2.3738, -1.0220, 0.0728)
H (-0.4964, -0.7421, -0.6707)
H (-1.6705, 0.4654, -0.6483)
H (-1.7635, -0.4661, 0.8490)

* relative energy (zero: lowest compared OMol25 entry of this formula, charge and spin): 3.1020 eV
* LUMO energy (alpha / beta): 0.10 / 0.10 eV

***

(8)
Here is a single C3H3NO2 molecule at a distorted geometry from the OMol25 dataset. Energies are from ωB97M-V with the def2-TZVPD basis set.

Cartesian coordinates (Å):
C (1.7368, 0.2124, 1.7129)
C (0.4561, 0.0232, 0.7917)
C (-0.1413, 0.2049, -0.9008)
N (2.5452, 0.3093, 2.5083)
O (0.0397, -1.2758, 1.1099)
O (-0.6333, -0.7620, -1.3641)
H (-0.2413, 0.7521, 1.2492)
H (-0.0298, 1.2006, -1.3270)
H (-0.1029, -1.7711, 0.2872)

* structure (SMILES): N#C[C@H](O)C=O
* relative energy (zero: lowest compared OMol25 entry of this formula, charge and spin): 3.2636 eV
* LUMO energy: -0.11 eV

***

(9)
Here is a single C3H3NO2 molecule at a distorted geometry from the OMol25 dataset. Energies are from ωB97M-V with the def2-TZVPD basis set.

Cartesian coordinates (Å):
C (-1.4224, -0.1895, 0.1788)
O (-0.0514, -0.5266, -0.0427)
C (0.8323, 0.3945, -0.4076)
O (0.6448, 1.4643, -0.9150)
C (2.1499, -0.1399, -0.0043)
N (3.1172, -0.5999, 0.4282)
H (-1.8107, -1.0668, 0.6946)
H (-1.4948, 0.6914, 0.8213)
H (-1.9650, -0.0276, -0.7532)

* structure (SMILES): COC(=O)C#N
* relative energy (zero: lowest compared OMol25 entry of this formula, charge and spin): 1.4828 eV
* LUMO energy: 0.13 eV

***

(10)
Here is a single C3H3NO2 molecule from the OMol25 dataset. Energies are from ωB97M-V with the def2-TZVPD basis set.

Cartesian coordinates (Å):
O (1.8772, 0.0888, 1.4609)
C (1.0698, 0.3261, 0.6152)
N (0.8479, 0.6213, -0.6508)
C (-0.3660, 0.3519, 0.1477)
C (-1.0214, -0.9646, -0.1566)
O (-0.4783, -1.8211, -0.8059)
H (1.1071, 1.3220, -1.3305)
H (-1.0047, 1.1873, 0.4428)
H (-2.0316, -1.1117, 0.2772)

* structure (SMILES): O=C[C@@H]1NC1=O
* relative energy (zero: lowest compared OMol25 entry of this formula, charge and spin): 2.6411 eV
* LUMO energy: 0.46 eV

***

(11)
Here is a single C3H3NO2 molecule at a distorted geometry from the OMol25 dataset. Energies are from ωB97M-V with the def2-TZVPD basis set.

Cartesian coordinates (Å):
C (-1.2002, -0.1589, -0.1225)
C (-0.2113, 0.9615, -0.1488)
C (0.9584, 0.3959, -0.1175)
H (-0.8207, 1.8252, 0.3349)
H (2.0802, 0.6898, -0.3822)
H (1.1699, -1.2175, 0.8425)
N (0.8923, -0.9409, -0.1594)
O (-2.3723, -0.2038, -0.0994)
O (-0.4962, -1.3512, -0.1476)

* structure (SMILES): O=c1cc[nH]o1
* relative energy (zero: lowest compared OMol25 entry of this formula, charge and spin): 3.6524 eV
* LUMO energy: 0.43 eV

***

(12)
Here is 2 unconnected molecules or ions with the total composition C3H3NO2 at a distorted geometry from the OMol25 dataset. Energies are from ωB97M-V with the def2-TZVPD basis set.

Cartesian coordinates (Å):
O (-1.5878, -2.7048, 1.0055)
C (-0.6688, -2.0585, 1.1718)
C (1.3513, 0.4187, 0.1254)
N (0.6536, 0.5108, -0.9260)
C (-0.6788, 0.9220, -0.8475)
O (-1.5733, 0.2577, -0.3830)
H (0.9838, 0.6995, 1.1179)
H (2.3746, 0.0496, 0.0552)
H (-0.8547, 1.9049, -1.3195)

* relative energy (zero: lowest compared OMol25 entry of this formula, charge and spin): 1.8682 eV
* LUMO energy: 0.60 eV

***

> Look up the relative energy (zero: lowest compared OMol25 entry of this formula, charge and spin) of the second one.

2.6001 eV

***

> The lowest relative energy (zero: lowest compared OMol25 entry of this formula, charge and spin) belongs to which entry?

C3H3N5O4

***

> Which of these has the highest relative energy (zero: lowest compared OMol25 entry of this formula, charge and spin)?

number 5